DFT (wB97M-V/def2-TZVPD) results for a 2-piece molecular cluster, H3NO2S overall.

The geometry in XYZ format:
```
7
Properties=species:S:1:pos:R:3:forces:R:3:mulliken_charge:R:1
N 1.444824 -0.498445 -0.242214 -3.141 1.574 -1.236 -0.38
O 0.121089 0.864252 -0.215632 3.686 -1.720 0.175 -0.25
O -0.830618 0.383764 -0.983630 -1.934 -0.923 0.526 -0.06
S -2.052938 -0.415655 0.085343 1.157 1.040 -0.687 -0.03
H 0.968617 -0.935053 0.539488 0.835 0.109 0.526 0.28
H 2.346523 -0.052768 -0.107176 -0.320 0.372 0.889 0.25
H -1.997496 0.653906 0.923818 -0.283 -0.452 -0.194 0.19
```
Positions in Å, forces in eV/Å.

LUMO level (alpha / beta): -0.5 / -0.5 eV
total charge: 0
orbital gap (alpha / beta): 9.12 / 9.17 eV

=====

DFT (wB97M-V/def2-TZVPD) results for one molecule with the formula H3NO2S.

The geometry in XYZ format:
```
7
Properties=species:S:1:pos:R:3:forces:R:3:mulliken_charge:R:1
N 0.376556 -0.507920 0.288362 1.412 1.759 -1.128 -0.41
S 0.205916 -0.116001 -1.291528 1.886 2.693 -1.781 0.79
O 1.453662 0.531110 -1.976407 -4.739 -2.252 3.486 -0.53
O -0.383929 -1.259265 -1.936773 -0.102 0.874 0.076 -0.52
H 1.186580 -0.652656 0.807564 2.087 0.152 0.142 0.23
H -0.339073 -0.984312 0.703899 -2.617 -1.466 0.615 0.24
H -0.875386 0.933161 -0.933980 2.073 -1.758 -1.411 0.19
```
Positions in Å, forces in eV/Å.

LUMO level: 0.3 eV
total charge: 0
orbital gap: 11.36 eV
SMILES: N[SH](=O)=O

=====

DFT (wB97M-V/def2-TZVPD) results for a 2-piece molecular cluster, H3NO2S overall.

The geometry in XYZ format:
```
7
Properties=species:S:1:pos:R:3:forces:R:3:lowdin_spin:R:1
N 0.383397 0.579019 -0.766772 -0.153 1.846 3.541 0.41
O 1.128764 -1.375867 -1.480131 0.211 -2.133 -0.623 0.18
O -0.200953 0.225894 0.352481 -0.428 0.360 -1.925 0.53
S 0.205856 -2.424747 -0.553949 0.759 0.111 -0.442 0.86
H 0.005098 0.595175 -1.702909 -0.400 -0.103 0.328 0.01
H 1.292199 0.934293 -0.509818 0.193 0.330 -1.169 0.01
H 2.028596 -1.196628 -1.176634 -0.181 -0.410 0.290 0.02
```
Positions in Å, forces in eV/Å.

LUMO level (alpha / beta): 0.2 / -2.1 eV
total charge: 0
orbital gap (alpha / beta): 7.96 / 6.51 eV
multiplicity: 3

=====

DFT (wB97M-V/def2-TZVPD) results for one molecule with the formula H3NO2S2.

The geometry in XYZ format:
```
8
Properties=species:S:1:pos:R:3:forces:R:3:mulliken_charge:R:1
N -0.181171 0.444128 -0.132210 3.349 -3.853 -1.188 -0.39
O 1.854120 -1.480901 0.155436 0.791 -1.305 0.765 -0.41
O 0.958841 0.849784 -0.782577 0.597 -0.727 -0.412 -0.38
S 3.923697 0.433961 0.675835 -0.709 -0.380 -0.301 -0.18
S 2.684715 -0.346684 -0.531881 -0.554 2.125 -0.452 0.52
H -0.850891 -0.054504 -0.664881 -0.394 -0.245 -1.267 0.22
H -0.566905 1.151471 0.325223 -1.735 3.717 2.683 0.20
H 0.912300 -1.320811 0.126902 -1.345 0.667 0.172 0.42
```
Positions in Å, forces in eV/Å.

LUMO level (alpha / beta): -1.0 / -1.0 eV
total charge: 0
orbital gap (alpha / beta): 7.69 / 7.69 eV

=====

Number 1: molar mass 81.10 g mol⁻¹, DFT total energy -604.972574 Ha, maximum force 0.079 hartree/bohr. Number 2: molar mass 81.10 g mol⁻¹, DFT total energy -605.143397 Ha, maximum force 0.123 hartree/bohr. Number 3: molar mass 81.10 g mol⁻¹, DFT total energy -605.011114 Ha, maximum force 0.078 hartree/bohr. Number 4: molar mass 113.16 g mol⁻¹, DFT total energy -1003.276739 Ha, maximum force 0.102 hartree/bohr.